Entry 1:
Computed, not measured: a structure of composition C38H51IrN8OSSi2 at a distorted geometry, with wB97M-V/def2-TZVPD.

Atoms and positions in Å:
Ir -0.367 -0.611 0.287
C 0.229 2.406 6.855
Si 1.182 1.390 5.628
C 2.209 2.575 4.623
C 2.281 0.112 6.423
C -0.090 0.428 4.550
C -1.094 -0.278 5.235
C -1.956 -1.172 4.642
C -1.881 -1.345 3.288
N -0.980 -0.663 2.582
C -0.065 0.154 3.161
S 1.051 0.727 1.999
H 0.906 2.661 7.640
H -0.549 1.845 7.353
H -0.123 3.336 6.439
H 2.496 3.427 5.217
H 1.663 3.022 3.798
H 3.082 2.104 4.190
H 3.197 0.637 6.693
H 2.510 -0.638 5.640
H 1.873 -0.359 7.323
H -1.171 -0.201 6.320
H -2.724 -1.682 5.209
H -2.448 -2.076 2.717
N -3.400 1.125 0.823
C -3.716 -0.095 0.448
N -5.014 -0.367 0.239
C -5.284 -1.619 -0.055
N -6.546 -1.911 -0.472
N -4.399 -2.656 -0.068
C -3.169 -2.299 0.103
N -2.746 -1.024 0.231
C -2.132 -3.390 0.153
C -2.493 -4.719 0.028
C -1.453 -5.655 0.138
C -0.177 -5.255 0.470
C 0.075 -3.912 0.592
N -0.910 -3.000 0.460
H -4.151 1.789 0.928
H -2.406 1.408 0.905
H -7.287 -1.232 -0.377
H -6.780 -2.879 -0.567
H -3.506 -5.012 -0.103
H -1.693 -6.688 0.018
H 0.628 -5.977 0.724
H 1.075 -3.519 0.885
C 1.570 -1.251 -0.522
Si 2.046 -0.429 -2.132
C 0.553 -0.921 -3.166
N -0.785 -0.694 -2.553
C -1.228 0.659 -2.632
C -1.553 1.145 -4.041
C -2.318 0.077 -4.832
C -2.891 -0.940 -3.853
C -1.775 -1.636 -3.102
C 2.304 1.401 -1.804
C 1.927 2.477 -2.606
C 2.261 3.768 -2.235
C 3.052 4.009 -1.090
C 3.409 2.921 -0.307
C 3.048 1.642 -0.650
C 3.659 -1.053 -2.874
C 4.462 -2.011 -2.227
C 5.612 -2.511 -2.818
C 5.924 -2.068 -4.091
C 5.236 -1.023 -4.719
C 4.105 -0.539 -4.075
H 2.242 -1.099 0.330
H 1.533 -2.310 -0.647
H 0.672 -1.973 -3.280
H 0.637 -0.543 -4.236
H -0.404 1.240 -2.159
H -2.140 0.701 -1.994
H -0.594 1.295 -4.580
H -2.023 2.100 -3.953
H -1.651 -0.413 -5.481
H -3.121 0.537 -5.462
H -3.510 -1.631 -4.406
H -3.536 -0.429 -3.149
H -1.275 -2.318 -3.791
H -2.133 -2.252 -2.275
H 1.353 2.390 -3.525
H 1.949 4.573 -2.882
H 3.329 5.009 -0.853
H 4.052 3.049 0.557
H 3.441 0.839 -0.066
H 4.217 -2.435 -1.263
H 6.192 -3.270 -2.278
H 6.749 -2.518 -4.618
H 5.557 -0.649 -5.679
H 3.524 0.245 -4.536
C -0.259 3.819 1.402
C -0.293 2.933 0.190
C -1.336 3.514 -0.760
O -0.700 1.579 0.600
H -0.058 4.888 1.116
H 0.548 3.482 2.080
H -1.220 3.759 1.952
H 0.705 2.890 -0.309
H -2.305 3.564 -0.301
H -1.496 2.976 -1.696
H -1.012 4.522 -1.034

Results
- HOMO energy (alpha / beta): -9.45 / -10.78 eV
- DFT total energy: -83625.070 eV
- Charge: +1
- 2S+1: 6
- Energy above the lowest of the compared OMol25 structures with the same formula, charge and spin: 0.0 kcal/mol

=====

Entry 2:
Computed, not measured: a cluster of 13 separate species, C38H51N13 in total at a distorted geometry, with wB97M-V/def2-TZVPD.

Atoms and positions in Å:
C -5.424 -0.505 -18.352
C -4.791 0.788 -18.649
N -4.233 1.788 -18.833
H -6.491 -0.420 -18.555
H -5.404 -0.730 -17.285
H -4.841 -1.292 -18.830
C -6.808 9.878 -29.440
C -7.101 8.472 -29.143
N -7.381 7.349 -28.920
H -7.681 10.410 -29.819
H -6.032 9.945 -30.202
H -6.431 10.372 -28.544
C -8.387 1.887 -25.433
C -8.551 0.778 -24.465
N -8.586 -0.137 -23.725
H -8.110 1.512 -26.418
H -7.462 2.394 -25.158
H -9.210 2.601 -25.457
C -10.022 3.424 -18.666
C -9.674 4.387 -19.775
N -9.338 5.095 -20.619
H -10.830 3.826 -18.055
H -9.096 3.223 -18.129
H -10.417 2.503 -19.096
C 2.539 15.086 -22.865
C 3.804 15.894 -22.835
N 4.767 16.478 -22.826
H 1.915 15.372 -22.019
H 2.764 14.022 -22.781
H 1.892 15.361 -23.698
C 7.137 4.904 -18.821
C 6.110 5.929 -19.012
N 5.271 6.650 -19.146
H 7.124 4.220 -19.671
H 6.967 4.290 -17.936
H 8.118 5.378 -18.777
C -1.960 6.298 -15.590
C -1.639 5.398 -14.446
N -1.403 4.667 -13.612
H -3.009 6.243 -15.882
H -1.312 6.013 -16.419
H -1.773 7.333 -15.305
N -0.306 7.158 -31.456
C -0.168 6.792 -32.808
C -1.191 5.961 -33.107
C -1.982 5.799 -32.025
C -1.419 6.485 -30.937
H 0.298 7.833 -31.009
H 0.682 7.138 -33.378
H -1.226 5.460 -34.063
H -2.834 5.144 -31.913
H -1.673 6.585 -29.892
N -2.668 -0.788 -27.094
C -2.488 0.567 -26.879
C -2.879 0.833 -25.514
C -3.451 -0.400 -25.066
C -3.360 -1.353 -26.116
H -2.364 -1.277 -27.924
H -1.926 1.170 -27.577
H -2.750 1.740 -24.942
H -4.003 -0.632 -24.167
H -3.620 -2.401 -26.151
N -2.483 7.130 -22.315
C -1.189 7.517 -22.227
C -1.031 8.372 -23.276
C -2.285 8.697 -23.834
C -3.139 7.820 -23.277
H -2.912 6.421 -21.737
H -0.468 7.123 -21.527
H -0.086 8.784 -23.598
H -2.641 9.428 -24.545
H -4.186 7.603 -23.431
N 2.067 12.527 -28.024
C 1.907 13.091 -29.279
C 3.164 13.330 -29.791
C 4.098 13.088 -28.800
C 3.415 12.430 -27.742
H 1.288 12.129 -27.519
H 0.943 13.352 -29.690
H 3.340 13.845 -30.724
H 5.104 13.462 -28.689
H 3.728 11.912 -26.848
N -10.020 13.583 -25.603
C -10.432 12.355 -26.085
C -10.064 11.311 -25.222
C -9.485 11.941 -24.098
C -9.415 13.294 -24.420
H -9.990 14.474 -26.079
H -10.886 12.316 -27.065
H -10.363 10.277 -25.311
H -9.202 11.436 -23.186
H -9.133 14.054 -23.707
N -1.491 11.890 -18.221
C -0.429 12.340 -17.455
C -0.912 13.389 -16.620
C -2.235 13.506 -16.793
C -2.572 12.503 -17.680
H -1.430 11.177 -18.935
H 0.538 11.880 -17.598
H -0.256 13.963 -15.982
H -2.875 14.263 -16.364
H -3.547 12.276 -18.086

Results
- HOMO energy: -7.95 eV
- DFT total energy: -59597.138 eV
- Energy above the lowest of the compared OMol25 structures with the same formula, charge and spin: 95.2 kcal/mol

=====

Among the records above, which one has the lowest energy above the lowest of the compared OMol25 structures with the same formula, charge and spin? C38H51IrN8OSSi2